1.
Entry from OMol25: a 2-piece molecular cluster, C4H8O overall (wB97M-V/def2-TZVPD).

Structure (XYZ):
```
13
Properties=species:S:1:pos:R:3:forces:R:3:nbo_charge:R:1
C -0.11718 0.22065 -1.50122 0.06 -0.14 -0.63 -0.13
C 0.22897 -1.18978 -1.44531 0.32 -0.12 0.00 -0.12
O -1.11863 -0.77429 -1.27047 0.09 0.03 0.18 -0.50
H 0.22771 0.73334 -0.61807 -0.29 0.61 -0.35 0.20
H -0.24113 0.73792 -2.45501 0.25 -0.05 0.34 0.19
H 0.48151 -1.73286 -2.34729 -0.20 -0.15 0.02 0.18
H 0.71882 -1.49621 -0.51969 -0.06 -0.23 -0.26 0.18
C 0.40191 0.24715 2.02990 -0.08 0.01 0.17 -0.40
C -0.50956 0.91439 1.33098 -0.17 -0.01 0.27 -0.40
H 1.22298 0.74770 2.54031 -0.15 -0.01 -0.15 0.19
H 0.36598 -0.83630 2.15220 -0.09 0.25 -0.10 0.19
H -0.47196 1.99653 1.20326 0.10 -0.19 0.19 0.20
H -1.32834 0.41912 0.80748 0.21 -0.01 0.32 0.22
```
Positions in Å, forces in eV/Å.

The structure (SMILES) is C1CO1.C=C. For the energy above the lowest of the compared OMol25 structures with the same formula, charge and spin, the calculation gives 259.9 kJ/mol. The LUMO energy comes out at 1.19 eV. As for the multiplicity: 1. The orbital gap comes out at 0.4097 Ha.

***

2.
Entry from OMol25: C20H41N11OsSb as an isolated structure (wB97M-V/def2-TZVPD).

Structure (XYZ):
```
74
Properties=species:S:1:pos:R:3:forces:R:3:lowdin_charge:R:1
Os 0.19198 -0.12877 1.79104 -0.49 0.81 0.24 1.12
N 1.17697 -3.15891 0.59505 -0.09 -0.09 0.01 0.21
C 1.73415 -2.71493 1.76586 0.08 0.04 -0.17 -0.42
N 2.62527 -3.36205 2.46961 -0.05 -0.05 -0.05 0.11
N 2.95903 -2.51846 3.46253 0.16 -0.05 0.11 0.02
N 2.32443 -1.41557 3.38010 -0.12 0.14 0.17 -0.04
N 1.51149 -1.48971 2.29224 -0.17 0.00 0.02 -0.17
C 0.32884 -2.42178 -0.14506 -0.08 0.00 0.09 -0.40
N -0.14540 -2.69821 -1.32635 -0.06 0.09 -0.11 0.10
N -0.95991 -1.64661 -1.63587 -0.01 -0.06 0.08 0.01
N -1.00318 -0.77279 -0.72148 0.17 -0.02 -0.05 -0.03
N -0.16898 -1.21019 0.29312 0.13 -0.08 -0.05 -0.21
H 1.47061 -4.06584 0.24657 0.02 0.05 0.00 0.19
C -0.28088 -2.39846 5.08347 0.04 0.01 -0.11 -0.09
C -1.72019 -2.01762 4.79142 0.03 -0.09 0.14 -0.67
C -2.44589 -3.14445 4.05967 -0.05 0.02 -0.03 -0.09
C -2.46604 -1.57187 6.04323 -0.03 0.06 -0.03 -0.08
Sb -1.79846 -0.34783 3.31858 -0.16 -0.45 0.08 1.68
C -3.89324 0.07314 2.43566 0.37 0.14 0.23 -0.63
C -3.90184 1.47356 1.86774 -0.13 -0.07 -0.14 -0.09
C -4.84768 -0.11338 3.59555 -0.15 -0.02 -0.13 -0.08
C -3.95641 -1.01385 1.37916 -0.08 0.04 -0.03 -0.09
C -0.30416 1.62861 3.84812 0.06 -0.11 -0.25 -0.54
C -1.01045 2.80880 3.23303 0.03 0.02 0.12 -0.07
C 1.08483 1.42962 3.36869 0.41 -0.42 0.24 -0.18
C -0.46097 1.45247 5.35056 -0.01 -0.06 -0.03 -0.07
H -0.30848 -3.22692 5.79773 -0.01 0.01 0.01 0.12
H 0.30384 -1.60269 5.54327 0.00 0.00 -0.01 0.08
H 0.24035 -2.75965 4.19641 -0.03 0.00 0.05 0.06
H -2.41035 -4.02437 4.70991 0.00 0.01 -0.01 0.12
H -1.96197 -3.42309 3.12063 0.02 -0.02 0.00 0.09
H -3.49807 -2.92787 3.87418 0.00 -0.01 0.02 0.07
H -2.47117 -2.42079 6.73322 -0.01 0.00 -0.01 0.12
H -3.50647 -1.30708 5.85281 0.03 0.00 0.01 0.08
H -1.97326 -0.74837 6.55991 0.01 -0.02 0.01 0.08
H -3.84148 2.24166 2.63456 0.01 0.01 0.01 0.08
H -4.86899 1.60199 1.36933 0.00 0.00 -0.01 0.12
H -3.13499 1.62757 1.10713 0.01 0.01 0.01 0.09
H -4.69333 0.60803 4.39802 0.01 -0.01 0.00 0.10
H -4.84331 -1.12742 3.99315 0.01 0.02 0.02 0.08
H -5.85493 0.06388 3.20168 0.00 -0.01 0.00 0.12
H -3.22815 -0.86941 0.57947 -0.01 0.01 0.01 0.06
H -4.95210 -0.94326 0.92446 0.01 -0.01 -0.01 0.13
H -3.87373 -2.02068 1.78897 0.00 -0.01 0.00 0.08
H -1.03867 2.77769 2.14201 0.01 0.00 -0.02 0.09
H -0.43523 3.70061 3.51181 -0.02 0.01 0.00 0.13
H -2.01811 2.94467 3.61617 -0.03 -0.01 0.00 0.09
H 1.12245 1.53799 2.22237 0.30 -0.15 -0.19 0.07
H 1.56832 0.53649 3.77485 0.14 0.02 0.05 0.06
H 1.80839 2.22359 3.59485 -0.31 0.31 -0.16 0.16
H -1.49600 1.51601 5.68347 -0.03 0.00 0.01 0.09
H 0.06925 2.29868 5.80146 0.00 0.03 0.03 0.13
H 0.00736 0.54517 5.72995 0.01 0.01 -0.01 0.08
C 0.96430 0.50616 -5.46529 0.00 0.00 0.00 -0.05
C 0.49449 0.45769 -3.99034 -0.01 0.00 0.01 -0.14
N 1.61571 0.17515 -3.09113 0.09 -0.06 -0.17 -0.16
C 2.21754 -1.10906 -3.46123 -0.03 -0.01 -0.01 -0.14
C 2.77325 -1.07104 -4.90633 -0.01 0.00 0.00 -0.05
N 2.45096 0.28370 -5.46917 0.00 0.00 0.01 -0.09
C 3.13825 1.35063 -4.66641 -0.01 0.00 0.00 -0.05
C 2.61800 1.23500 -3.21185 -0.02 0.02 -0.01 -0.13
H 0.78030 1.46788 -5.94004 0.00 0.00 0.00 0.14
H 0.52052 -0.27625 -6.07770 0.00 0.00 0.00 0.14
H -0.26153 -0.31515 -3.86180 0.00 0.00 0.00 0.11
H 0.04939 1.41021 -3.70619 0.00 0.00 0.00 0.13
H 1.45995 -1.88678 -3.37388 0.01 0.00 0.02 0.11
H 3.02009 -1.33794 -2.76092 0.01 0.00 0.00 0.13
H 2.31132 -1.81132 -5.55639 0.00 0.00 0.00 0.14
H 3.85388 -1.19091 -4.95239 0.00 0.00 0.00 0.14
H 2.78684 0.32876 -6.43060 0.00 0.00 0.00 0.20
H 2.89958 2.30660 -5.12820 0.00 0.00 0.00 0.14
H 4.20972 1.18044 -4.75011 0.00 0.00 0.00 0.14
H 2.16987 2.17893 -2.90519 0.00 0.00 0.01 0.13
H 3.44287 1.01879 -2.53456 0.01 -0.01 -0.01 0.13
```
Positions in Å, forces in eV/Å.

The LUMO energy (alpha / beta) comes out at -11.33 / -11.33 eV. As for the multiplicity: 1. The orbital gap (alpha / beta) comes out at 0.2005 / 0.2005 Ha. The charge is +3.

***

3.
Entry from OMol25: C5H9FO as an isolated structure (wB97M-V/def2-TZVPD).

Structure (XYZ):
```
16
Properties=species:S:1:pos:R:3:forces:R:3:nbo_charge:R:1
C 2.15809 -0.48386 -0.37748 0.89 1.48 0.47 -0.64
C 0.70411 -0.03687 -0.08621 0.00 -1.00 0.60 -0.10
C 0.32453 1.40340 0.20742 -0.07 -0.25 0.97 0.01
C -0.27120 -0.91480 0.12099 -1.94 -1.56 -0.40 -0.17
C -1.74543 -0.48476 0.48861 1.35 -1.92 -0.62 -0.09
H 2.09292 -1.56410 -0.92253 0.69 2.92 1.17 0.25
H 2.79231 0.56615 -1.03101 -1.81 -3.82 1.89 0.21
H 2.66190 -0.58396 0.74772 -0.84 0.17 -3.24 0.23
H 1.10756 1.95919 -0.31417 -0.44 0.90 0.44 0.18
H 0.15801 1.61099 1.32267 1.06 -0.15 -1.53 0.19
H -0.27725 -2.08359 -0.09268 0.66 2.67 0.36 0.21
H -2.08524 -1.39461 0.96562 -0.61 -0.10 0.26 0.17
H -1.89097 0.31072 1.21371 0.27 0.35 -0.25 0.17
H -2.24921 0.35545 -1.26198 0.10 -0.54 0.89 0.48
O -2.51516 -0.39537 -0.69260 -0.40 0.50 -0.40 -0.72
F -0.96497 1.73601 -0.28807 1.11 0.34 -0.61 -0.39
```
Positions in Å, forces in eV/Å.

For the energy above the lowest of the compared OMol25 structures with the same formula, charge and spin, the calculation gives 311.0 kJ/mol. The LUMO energy comes out at 0.78 eV. As for the multiplicity: 1. The orbital gap comes out at 0.3768 Ha.

***

4.
Entry from OMol25: C5H7N3 in the gas phase (wB97M-V/def2-TZVPD).

Structure (XYZ):
```
15
Properties=species:S:1:pos:R:3:forces:R:3:nbo_charge:R:1
N 2.17842 2.57909 -1.06317 -9.41 -8.95 1.13 -0.31
C 1.21987 1.65702 -0.90239 9.03 9.59 -2.05 0.28
C 0.38289 0.62632 -0.38018 0.16 1.03 2.61 -0.09
C 0.33606 -0.76722 -0.98949 0.52 1.79 -0.59 -0.27
N -0.34657 -1.57813 0.04352 3.24 0.17 1.40 -0.55
C -1.26809 -0.59084 0.51219 -5.80 -3.82 -0.49 -0.26
C -0.75625 0.68027 0.75393 7.04 0.39 -2.57 -0.05
N 0.73771 0.77867 1.09762 -0.81 -2.94 0.57 -0.52
H -0.06754 -0.58825 -2.01518 -1.22 -0.81 0.92 0.23
H 1.32258 -0.96011 -1.33707 1.22 -1.28 0.68 0.23
H 0.39664 -1.61570 0.95474 -2.28 -0.38 -3.43 0.33
H -1.74918 -0.99095 1.42489 -0.26 -0.02 -0.46 0.22
H -2.13990 -0.41188 -0.35232 1.91 -0.76 2.21 0.20
H -1.50695 1.35616 0.78621 -1.28 3.16 0.91 0.23
H 1.26031 -0.17446 1.46670 -2.07 2.83 -0.84 0.34
```
Positions in Å, forces in eV/Å.

The structure (SMILES) is N#C[C@]12CNC[C@H]1N2. For the energy above the lowest of the compared OMol25 structures with the same formula, charge and spin, the calculation gives 661.7 kJ/mol. The LUMO energy comes out at 0.45 eV. As for the multiplicity: 1. The orbital gap comes out at 0.3793 Ha.

***

5.
Entry from OMol25: C2H4N2O as an isolated structure (wB97M-V/def2-TZVPD).

Structure (XYZ):
```
9
Properties=species:S:1:pos:R:3:forces:R:3:nbo_charge:R:1
N -0.22144 0.86784 1.37069 -0.48 0.04 -0.35 -0.58
C -0.90425 0.36735 0.43064 0.14 -0.18 0.74 0.23
N -0.41964 -0.67424 -0.47427 1.15 -1.45 0.37 -0.64
C 0.99482 -0.57691 -0.51648 1.63 1.58 -0.13 0.39
O 1.68973 -0.34801 0.44225 0.77 -0.19 -0.96 -0.50
H -0.59631 1.76869 1.66446 -0.39 -0.20 0.13 0.35
H -1.85758 0.80146 0.08921 0.33 -0.51 -0.18 0.18
H 0.20988 -1.69711 -0.20619 -3.67 1.07 0.53 0.43
H 1.32263 -0.72838 -1.55010 0.52 -0.16 -0.14 0.14
```
Positions in Å, forces in eV/Å.

For the energy above the lowest of the compared OMol25 structures with the same formula, charge and spin, the calculation gives 346.4 kJ/mol. The LUMO energy comes out at 0.45 eV. As for the multiplicity: 1. The orbital gap comes out at 0.3688 Ha.

***

6.
Entry from OMol25: CH3N3O in the gas phase (wB97M-V/def2-TZVPD).

Structure (XYZ):
```
8
Properties=species:S:1:pos:R:3:forces:R:3:nbo_charge:R:1
C 0.38554 0.41823 0.48541 1.99 -1.76 -1.08 0.07
N -0.13074 -0.88133 0.07409 2.17 -2.48 0.64 -0.45
N -1.05520 -0.74053 -0.86119 -0.20 6.24 -1.48 -0.01
N -1.11758 0.65538 -1.17956 0.65 -6.63 1.67 0.02
O -0.00379 1.23500 -0.50964 -0.97 1.41 -2.32 -0.39
H -0.10961 0.71355 1.34125 -0.48 0.54 2.63 0.16
H 1.49581 0.36404 0.47137 -0.64 0.32 0.78 0.19
H 0.53558 -1.76434 0.17827 -2.52 2.36 -0.85 0.41
```
Positions in Å, forces in eV/Å.

The structure (SMILES) is C1NN=NO1. For the energy above the lowest of the compared OMol25 structures with the same formula, charge and spin, the calculation gives 445.4 kJ/mol. The LUMO energy (alpha / beta) comes out at 0.47 / 0.47 eV. As for the multiplicity: 1. The orbital gap (alpha / beta) comes out at 0.3393 / 0.3393 Ha.